No. 1
Below is a molecular structure, C14H48AgF12N22O22S4 at a distorted geometry, with properties calculated with ωB97M-V/def2-TZVPD.

Geometry as ORCA input:
```
! RIJCOSX wB97M-V def2-TZVPD def2/J DEFGRID3
* xyz 0 2
C -0.2804 4.0294 -1.2345
O -0.3145 3.8740 -4.6158
C -2.0505 -2.4555 5.0385
C -2.5774 -5.1610 1.6570
C 1.4240 2.0262 -4.9160
H -0.3574 4.8042 4.3016
O -0.8897 6.8309 1.9243
H -3.2479 1.9740 -1.4713
H 1.5068 -3.8604 -3.2662
C 2.6793 -1.1978 0.2150
S 1.7861 0.4846 0.1747
H -1.4929 4.7090 -2.8344
S -0.3553 -0.2346 1.5713
H 1.8517 -0.5414 5.1508
O 0.7605 -0.8734 -2.8534
O -1.6597 -0.8017 1.3731
H -1.4955 -3.4054 1.4852
H -1.2978 4.4485 2.9552
H -2.4813 4.5712 2.2457
H 2.7092 -5.9257 0.4627
C 1.0774 -5.6966 -0.7477
O -4.0957 -1.6903 0.6339
N -0.6680 5.0875 3.3899
H 2.2261 2.1786 7.3754
O 2.2075 1.0752 -1.0557
H 2.6391 5.0158 -0.9924
N 1.1792 -7.0139 -1.0959
H 2.8680 0.2436 3.9261
H 0.9811 6.6192 4.4702
C -0.3460 6.3156 2.8864
H 1.9708 -7.5387 -0.7757
H 2.4500 -0.8778 -4.7011
O 0.1459 -4.9837 -1.0998
H -0.7198 -4.6394 2.4008
H -2.6578 2.1042 -0.0567
H -1.2874 -3.6904 -0.8470
N 0.2195 4.4870 -0.0638
S -2.7915 1.6702 -4.3403
F -0.7646 2.3385 1.4422
N -1.1763 4.8059 -1.8836
F 1.8116 -2.1848 0.0649
H 4.7735 -1.0845 -2.3133
O -3.8297 3.1716 0.7153
N 1.4113 -3.0747 -2.6459
H -0.2593 -1.9260 4.1744
N 2.2860 -1.7774 -4.2908
H -4.3251 -0.8883 0.1543
C 6.4363 -1.8125 -3.3388
H 2.9483 3.6709 -1.6349
H -3.4971 -3.1679 6.2821
N 2.4078 0.2207 4.8204
O 3.5123 2.1553 5.2166
N 2.0052 1.4172 6.7621
N -3.7057 -4.5019 1.2345
N 0.2233 0.1070 0.0595
H -2.1356 -2.8791 -4.2191
H 6.2713 -1.9845 -5.4276
F 0.0200 1.7037 3.3936
H 0.8735 -3.2585 -1.8093
H -6.2903 3.9827 0.9366
H 0.7615 3.7646 0.3844
C -2.9568 0.2122 -5.5324
O 0.5371 -1.0022 2.3891
H 7.7904 -2.3495 -4.7035
F -1.8600 -0.5081 -5.6543
O 0.0222 2.9010 -1.6553
H 2.8440 -2.5620 -4.5652
N -3.4308 4.8542 2.1480
H -2.0178 -2.9358 7.1034
N -0.7164 -2.1406 5.0428
C -4.2776 4.1004 1.3759
N -5.5734 4.5179 1.3854
O -2.0288 -1.0578 -2.4737
N 0.6930 6.9143 3.5547
H -4.5414 -4.9511 1.5564
H -3.7464 5.6345 2.6939
F 1.6040 0.7840 -5.4100
H 2.1299 -4.2976 0.3562
H -3.2363 -1.4925 1.0409
H -0.2172 -2.1448 5.9119
O 2.1180 1.2140 1.3703
C 2.7475 1.2954 5.6116
N -2.5334 -2.8908 6.2465
C -1.8457 -2.2694 -2.3071
N -1.9657 -3.2011 -3.2824
H 4.2587 -3.3576 2.6060
O -2.5182 1.6707 -0.9190
F 3.3980 -1.3617 1.3124
C -0.7667 1.4029 2.3871
S -0.3871 2.4865 -5.0048
H 0.0843 5.3754 0.3879
O 3.1880 4.2332 -0.8892
H 1.2959 0.7604 7.0220
F 1.8696 2.0897 -3.6815
F -3.9579 -0.5577 -5.0749
O -3.1907 2.8008 -5.1122
H -3.6485 -3.5610 0.8701
Ag -0.7158 0.6880 -1.9592
H -5.7459 5.3742 1.8757
F -3.3968 0.6500 -6.7051
H -1.4696 -2.0601 -0.3422
H 4.7013 -0.9698 -4.0129
H -1.6225 -4.1372 -3.1612
F 2.0850 2.8497 -5.7090
H 1.0906 7.7852 3.2575
N -1.1425 1.5765 -3.9168
O -2.7244 -2.3354 4.0346
F -2.0252 1.3494 2.8306
N -1.4663 -4.3584 1.7953
N 2.0867 -5.2539 0.0554
N -1.4937 -2.7334 -1.0903
F 3.5331 -1.1123 -0.8069
O 7.1321 -2.2037 -2.4169
N 5.1977 -1.2733 -3.1986
N 6.8884 -1.9128 -4.6401
H 0.3497 -7.4893 -1.3997
O -3.6346 1.3524 -3.2320
H -1.2964 5.7541 -1.5620
C 1.4167 -1.8359 -3.2420
O -2.5663 -6.3477 1.9534
O -0.8429 2.2933 -6.3513
H 3.6603 -3.4020 4.0033
O 3.4640 -3.6128 3.0856
*
```

Its gap between HOMO and LUMO (spin up / spin down) is 9.0 / 5.9 eV. The LUMO energy (spin up / spin down) is -0.1 / -3.1 eV. The strongest force on any atom is 3.0 eV Å⁻¹. The electronic energy is -6360.6095 hartree.



No. 2
Below is 10 unconnected molecules or ions with the total composition C14H48N4O10 at a distorted geometry, with properties calculated with ωB97M-V/def2-TZVPD.

Geometry as ORCA input:
```
! RIJCOSX wB97M-V def2-TZVPD def2/J DEFGRID3
* xyz 0 1
H 6.1409 -7.9884 1.3501
H 5.7374 -0.0350 -4.5538
O 3.8797 -2.5880 0.9336
H 9.2232 -6.6826 -1.6481
C 7.9150 -7.8203 -2.8771
H 9.6641 -8.4716 -0.2802
H 2.9513 -2.5869 0.6633
H 7.2904 -1.6298 -4.7504
H 8.1527 -7.4259 -7.1895
O 7.7116 -6.6367 -6.8657
H 2.1767 -2.5768 -9.3440
H 3.6602 -4.2388 -2.7747
H 8.6394 -2.9331 -2.8154
C 8.8952 -3.9836 -2.6844
H 7.6935 -7.1146 -0.8413
N 2.9675 -3.1880 -9.2631
H -1.1445 -5.5728 -6.1023
H 1.3859 -4.8438 -2.0207
H 4.5767 -5.0918 -7.2392
C -0.4237 -3.8589 -5.0087
C 4.4750 -4.4331 -3.4694
H 7.2720 -7.0230 -3.2522
H 9.8184 -4.0624 -2.1112
N 4.2841 -4.6696 -8.0925
H 7.3381 -1.2424 -6.4736
H 5.7784 -6.1199 -6.2414
C 4.6296 -3.7043 0.4518
C 5.0651 -7.2786 -0.0858
N 1.2199 -4.2532 -1.2229
H 0.9555 -4.6109 -0.3281
H 7.8190 -4.8125 -5.5509
C 1.2789 -2.9020 -1.3930
O 2.3883 -3.8760 -7.1608
H 5.8257 -7.2926 -7.4075
H 4.9833 -3.4880 -3.6854
H 4.0018 -7.1499 -0.2859
H 8.0698 -4.4378 -2.1299
H 3.9902 -4.7086 -4.4189
C 8.4682 -7.4664 -1.5250
H 5.9431 -2.1657 -5.8953
C 6.3884 -6.9746 -6.5139
H 6.0459 -3.3744 2.0918
H -1.9416 -4.0948 -6.5219
H 9.7241 -4.1154 -4.6288
C -0.9581 -4.5118 -6.2779
H 9.4597 -5.6942 -3.9570
C 9.0151 -4.6975 -4.0274
H 7.2726 -8.7001 -2.8251
H -0.4207 -2.7729 -5.1537
O 5.3091 -5.4582 -2.9631
C 6.0197 -3.4881 1.0023
C 3.1774 -3.8600 -8.1038
O 1.0226 -2.1328 -0.4599
O 5.9820 -0.1595 -5.4741
O 7.7120 -4.7389 -4.5945
H -1.0203 -4.1438 -4.1447
H 3.6543 -3.1851 -9.9901
H 4.7141 -3.6473 -0.6373
H 4.1640 -4.6251 0.8003
C 6.6779 -1.4081 -5.6209
N 1.5165 -2.4598 -2.6584
H 6.4843 -2.5921 0.5933
H 5.4935 -6.2894 0.0870
H 8.7110 -7.9457 -3.6104
H 5.5081 -7.6349 -1.0222
H 1.4238 -4.1510 -5.5696
O 5.2705 -8.1787 0.9909
H -0.2757 -4.3743 -7.1119
O 0.9207 -4.3133 -4.7536
O 9.0744 -8.6551 -1.0153
H 6.7072 -4.3354 0.8928
H 6.2513 -7.7904 -5.8061
H 1.6478 -1.4828 -2.8161
H 4.9124 -4.6132 -8.8717
H 1.4596 -3.1506 -3.4066
H 6.1209 -5.3689 -3.4849
*
```

Its gap between HOMO and LUMO is 9.5 eV. The LUMO energy is 0.0 eV. The strongest force on any atom is 2.1 eV Å⁻¹. Its SMILES is NC(N)=O.NC(N)=O.CCO.CCO.CCO.CCO.CO.CO.CO.CO. The electronic energy is -1533.5960 hartree.